{
  "formula": "C43H51F3FeN2OPS2",
  "method": "the ωB97M-V functional and the def2-TZVPD basis",
  "relative_energy_kcal_mol": 0.00,
  "total_energy_ha": -4554.8815,
  "e_homo_ev": [-8.1, -8.0],
  "spin_multiplicity": 2,
  "species": ["Fe", "C", "C", "N", "N", "C", "S", "S", "C", "C", "C", "C", "C", "C", "C", "C", "C", "C", "C", "C", "C", "O", "H", "H", "H", "H", "H", "H", "H", "H", "H", "H", "H", "H", "H", "H", "F", "C", "F", "F", "C", "C", "C", "C", "C", "C", "C", "C", "H", "H", "H", "H", "C", "C", "C", "C", "C", "C", "P", "C", "C", "C", "C", "C", "C", "C", "C", "C", "C", "C", "C", "H", "H", "H", "H", "H", "H", "H", "H", "H", "H", "H", "H", "H", "H", "H", "H", "H", "H", "H", "H", "H", "H", "H", "H", "H", "H", "H", "H", "H", "H", "H", "H", "H"],
  "xyz": [[-0.506, -0.073, -0.163], [-1.516, 1.572, 3.130], [-0.470, 0.534, 2.878], [0.624, 0.880, 2.314], [1.629, -0.089, 2.308], [2.178, -0.340, 1.193], [1.675, 0.234, -0.390], [3.603, -1.368, 1.070], [4.065, -1.616, 2.811], [3.689, -2.977, 3.320], [4.625, -4.006, 3.312], [4.289, -5.275, 3.759], [3.006, -5.526, 4.222], [2.068, -4.503, 4.234], [2.402, -3.235, 3.784], [-0.769, -0.872, 3.258], [-0.892, -1.269, 4.581], [-1.194, -2.585, 4.903], [-1.393, -3.504, 3.882], [-1.283, -3.123, 2.556], [-0.977, -1.802, 2.227], [-0.932, -1.436, 0.943], [-1.100, 2.570, 3.012], [-2.343, 1.450, 2.428], [-1.921, 1.448, 4.136], [5.144, -1.473, 2.858], [3.582, -0.823, 3.379], [5.629, -3.809, 2.954], [5.029, -6.065, 3.749], [2.739, -6.513, 4.577], [1.066, -4.690, 4.598], [1.664, -2.441, 3.790], [-0.740, -0.540, 5.368], [-1.278, -2.888, 5.937], [-1.641, -4.531, 4.120], [-1.443, -3.831, 1.754], [-5.057, 8.149, -0.390], [-5.737, 6.994, -0.448], [-6.480, 7.029, -1.573], [-6.607, 6.992, 0.580], [-4.837, 5.792, -0.418], [-5.417, 4.529, -0.448], [-4.619, 3.403, -0.427], [-3.227, 3.527, -0.373], [-2.657, 4.801, -0.339], [-3.460, 5.929, -0.364], [-2.387, 2.369, -0.356], [-1.655, 1.398, -0.344], [-6.494, 4.429, -0.488], [-5.062, 2.417, -0.447], [-1.580, 4.895, -0.292], [-3.012, 6.913, -0.337], [-4.931, -1.307, -3.553], [-4.519, 0.137, -3.296], [-2.992, 0.296, -3.367], [-2.271, -0.993, -2.922], [-3.096, -1.696, -1.836], [-4.416, -2.213, -2.426], [-0.569, -0.690, -2.329], [0.414, -2.241, -2.522], [0.429, -3.140, -1.272], [0.989, -4.510, -1.632], [0.040, -5.259, -2.579], [-0.758, -4.291, -3.463], [0.072, -3.057, -3.797], [0.291, 0.510, -3.421], [0.197, 0.178, -4.928], [0.529, 1.404, -5.790], [1.602, 2.253, -5.119], [1.076, 2.846, -3.801], [-0.035, 1.988, -3.185], [-4.515, -1.628, -4.513], [-6.014, -1.398, -3.645], [-4.873, 0.443, -2.307], [-4.988, 0.813, -4.013], [-2.689, 1.128, -2.732], [-2.690, 0.544, -4.387], [-2.182, -1.662, -3.785], [-3.286, -0.971, -1.039], [-2.548, -2.516, -1.370], [-5.159, -2.273, -1.628], [-4.281, -3.231, -2.800], [1.430, -1.842, -2.619], [-0.571, -3.255, -0.849], [1.023, -2.662, -0.494], [1.160, -5.093, -0.726], [1.970, -4.380, -2.099], [-0.650, -5.880, -2.003], [0.613, -5.941, -3.210], [-1.677, -3.983, -2.956], [-1.072, -4.790, -4.382], [-0.436, -2.447, -4.543], [1.008, -3.375, -4.265], [1.331, 0.371, -3.105], [-0.801, -0.188, -5.185], [0.894, -0.630, -5.162], [-0.369, 2.010, -5.940], [0.847, 1.077, -6.781], [1.937, 3.049, -5.786], [2.479, 1.628, -4.929], [0.693, 3.855, -3.970], [1.895, 2.939, -3.084], [-0.998, 2.226, -3.643], [-0.141, 2.212, -2.124]],
  "atomic_forces_ev_per_a": [[0.4, -0.1, 0.0], [0.0, 0.0, -0.1], [0.1, -0.1, 0.0], [0.1, -0.1, 0.1], [-0.2, 0.2, 0.0], [0.1, -0.1, 0.1], [-0.2, 0.2, -0.2], [0.0, 0.0, -0.1], [0.0, 0.0, 0.1], [0.0, 0.0, 0.0], [0.0, 0.0, 0.0], [0.0, 0.0, 0.0], [0.0, 0.0, 0.0], [0.0, 0.0, 0.0], [0.0, 0.0, 0.0], [0.0, 0.1, -0.1], [0.0, 0.0, 0.0], [0.0, 0.0, 0.0], [0.0, -0.1, 0.0], [0.0, 0.0, 0.0], [0.0, 0.1, -0.1], [-0.1, -0.4, 0.2], [0.0, 0.0, 0.0], [0.0, 0.0, 0.0], [0.0, 0.0, 0.0], [0.0, 0.0, 0.0], [0.0, 0.0, 0.0], [0.0, 0.0, 0.0], [0.0, 0.0, 0.0], [0.0, 0.0, 0.0], [0.0, 0.0, 0.0], [0.0, 0.0, 0.0], [0.0, 0.0, 0.0], [0.0, 0.0, 0.0], [0.0, 0.0, 0.0], [0.0, 0.0, 0.0], [0.0, 0.0, 0.0], [0.0, 0.0, 0.0], [0.0, 0.0, 0.0], [0.0, 0.0, 0.0], [0.0, 0.0, 0.0], [0.0, 0.0, 0.0], [0.0, 0.0, 0.0], [0.1, 0.0, 0.0], [0.0, 0.0, 0.0], [0.0, 0.0, 0.0], [0.0, -0.1, 0.0], [-0.1, 0.3, 0.0], [0.0, 0.0, 0.0], [0.0, 0.0, 0.0], [0.0, 0.0, 0.0], [0.0, 0.0, 0.0], [0.0, 0.0, 0.0], [0.0, 0.0, 0.0], [0.0, 0.0, 0.0], [0.0, 0.0, -0.1], [0.0, 0.0, 0.0], [0.0, 0.0, 0.0], [0.1, 0.1, 0.4], [0.0, -0.1, -0.2], [-0.1, 0.0, 0.0], [0.0, 0.0, 0.0], [0.0, 0.0, 0.0], [0.0, 0.0, 0.0], [0.1, 0.0, 0.0], [0.0, 0.0, -0.1], [0.0, -0.1, 0.0], [0.0, 0.0, 0.0], [0.0, 0.0, 0.0], [0.0, 0.0, 0.0], [-0.1, 0.0, 0.0], [0.0, 0.0, 0.0], [0.0, 0.0, 0.0], [0.0, 0.0, 0.0], [0.0, 0.0, 0.0], [0.0, 0.0, 0.0], [0.0, 0.0, 0.0], [0.0, 0.0, 0.1], [0.0, 0.0, 0.0], [0.0, 0.0, 0.0], [0.0, 0.0, 0.0], [0.0, 0.0, 0.0], [0.0, 0.0, 0.0], [0.0, 0.0, 0.0], [0.0, 0.0, 0.0], [0.0, 0.0, 0.0], [0.0, 0.0, 0.0], [0.0, 0.0, 0.0], [0.0, 0.0, 0.0], [0.0, 0.0, 0.0], [0.0, 0.0, 0.0], [0.0, 0.0, 0.0], [0.0, 0.0, 0.0], [0.0, 0.0, 0.0], [0.0, 0.0, 0.0], [0.0, 0.0, 0.0], [0.0, 0.0, 0.0], [0.0, 0.0, 0.0], [0.0, 0.0, 0.0], [0.0, 0.0, 0.0], [0.0, 0.0, 0.0], [0.0, 0.0, 0.0], [0.0, 0.0, 0.0], [0.0, 0.0, 0.0]]
}